No. 1
The following is a quantum chemistry calculation of a structure of composition C4H6N at a distorted geometry, from the OMol25 dataset.

Geometry (Å):
C (-2.8922, -0.0483, -0.2941)
C (1.2344, 0.5572, 0.3132)
C (1.1274, -0.8518, 0.1175)
C (-0.1291, 0.2285, -0.5180)
N (-1.0571, -0.1299, 0.2413)
H (-3.0833, 0.5361, 0.5003)
H (1.1333, 0.8822, 1.3945)
H (1.8206, 1.2984, -0.2769)
H (1.2535, -1.5213, -0.7773)
H (0.8977, -1.5988, 0.8888)
H (-0.3052, 0.6478, -1.5892)

Atomic forces in eV per Å
C 4.7 -3.1 -2.7
C 1.0 -0.2 0.9
C 0.8 -1.4 -1.5
C -1.3 1.7 -1.1
N -4.9 0.0 0.2
H -0.8 2.8 3.4
H -0.3 -0.4 -1.5
H -0.4 -1.1 0.1
H 0.7 1.6 0.2
H -0.5 1.1 0.4
H 1.2 -1.0 1.7

## Properties
Gap between HOMO and LUMO   8.00 eV
Energy   -210.15622 a.u.
Multiplicity   1
Energy above the lowest of the compared OMol25 structures with the same formula, charge and spin   188.1 kcal/mol
Total charge   +1
Highest occupied orbital energy   -14.632 eV

No. 2
The following is a quantum chemistry calculation of a cluster of 2 separate species, C4H6N in total at a distorted geometry, from the OMol25 dataset.

Geometry (Å):
C (-3.1189, 0.3580, -0.3937)
C (1.0519, 0.4652, 0.2453)
C (1.5465, -0.8087, -0.0356)
C (-0.3693, -0.0231, -0.1884)
N (-1.1209, -0.0695, 0.7765)
H (-3.6316, 0.4967, 0.5880)
H (1.1279, 0.8923, 1.2103)
H (1.2360, 1.0910, -0.5990)
H (1.7765, -1.1144, -1.1062)
H (1.9546, -1.4799, 0.7892)
H (-0.4527, 0.1925, -1.2863)

Atomic forces in eV per Å
C 1.8 -0.4 1.2
C 2.7 -0.5 -0.7
C 1.9 -0.9 0.3
C -1.0 0.5 -2.0
N -2.8 -0.1 -0.8
H 0.0 0.0 0.0
H -0.1 0.2 0.8
H 0.2 1.1 -0.1
H -0.8 0.3 1.5
H -1.2 0.6 -1.1
H -0.6 -0.8 0.9

## Properties
Gap between HOMO and LUMO (alpha / beta)   7.22 / 7.76 eV
Energy   -210.11597 a.u.
Multiplicity   1
Energy above the lowest of the compared OMol25 structures with the same formula, charge and spin   213.4 kcal/mol
Total charge   +1
Highest occupied orbital energy (alpha / beta)   -14.067 / -14.434 eV

No. 3
The following is a quantum chemistry calculation of an isolated molecule of C4H6N2 at a distorted geometry, from the OMol25 dataset.

Geometry (Å):
C (0.3433, -1.2287, -0.8211)
C (0.5995, -0.0664, 0.1743)
N (0.8335, 1.2287, -0.3429)
C (-0.3335, 1.2369, 0.4806)
C (-1.6881, 0.8485, 0.1864)
N (-2.7387, 0.3647, 0.1121)
H (-0.7066, -1.5275, -0.8843)
H (0.6703, -0.9601, -1.8404)
H (0.9287, -2.1277, -0.5629)
H (1.1160, -0.3711, 1.0763)
H (0.7658, 1.3734, -1.3384)
H (-0.2825, 2.0492, 1.2311)

Atomic forces in eV per Å
C -0.3 0.2 0.2
C 0.0 0.2 0.3
N 0.5 0.3 -0.3
C -0.1 -0.5 0.0
C -0.9 -0.5 -0.6
N 0.7 0.6 -0.1
H 0.0 0.1 0.1
H -0.2 0.2 0.4
H -0.3 0.5 0.2
H 0.5 0.3 -0.2
H -0.2 -0.3 -0.2
H 0.1 -1.2 0.2

## Properties
Gap between HOMO and LUMO   10.60 eV
Energy   -265.44223 a.u.
Multiplicity   1
Structure (SMILES)   C[C@H]1N[C@H]1C#N
Energy above the lowest of the compared OMol25 structures with the same formula, charge and spin   58.6 kcal/mol
Highest occupied orbital energy   -9.677 eV

No. 4
The following is a quantum chemistry calculation of an isolated molecule of C4H6N2 at a distorted geometry, from the OMol25 dataset.

Geometry (Å):
C (-1.2286, -1.1189, -0.4577)
C (-0.1110, -0.2077, -0.0978)
C (1.2257, -0.4963, -0.1149)
N (1.9396, 0.4622, 0.5818)
C (1.0729, 1.4541, 0.7229)
N (-0.1791, 1.1181, 0.2602)
H (-1.7193, -0.9770, -1.4198)
H (-1.1493, -2.2023, -0.3270)
H (-1.9727, -0.9006, 0.3163)
H (1.7110, -1.3567, -0.5485)
H (1.2808, 2.4324, 1.1116)
H (-0.8698, 1.7927, -0.0271)

Atomic forces in eV per Å
C -1.7 0.4 0.7
C 1.3 -1.0 -2.3
C -0.1 -0.3 1.5
N -0.7 1.4 -1.0
C 0.4 -0.8 -0.5
N 0.3 0.0 1.1
H 0.1 0.3 -0.1
H 1.1 0.3 -0.1
H -0.5 0.1 -0.2
H -0.1 -0.3 0.5
H 0.1 0.1 0.1
H -0.2 -0.2 0.4

## Properties
Gap between HOMO and LUMO   9.33 eV
Energy   -265.50872 a.u.
Multiplicity   1
Structure (SMILES)   Cc1cnc[nH]1
Energy above the lowest of the compared OMol25 structures with the same formula, charge and spin   16.8 kcal/mol
Highest occupied orbital energy   -8.439 eV

No. 5
The following is a quantum chemistry calculation of an isolated molecule of C4H6N2 at a distorted geometry, from the OMol25 dataset.

Geometry (Å):
C (-0.9288, -0.1954, -1.1423)
C (0.5580, -0.4891, -0.9590)
C (0.1770, 0.8343, 1.2919)
C (0.5509, -0.3971, 0.5452)
N (-1.5765, -0.0436, -0.0638)
N (-0.8125, -0.2702, 1.0511)
H (-1.2527, -0.1488, -2.0763)
H (0.7255, -1.4045, -1.4411)
H (1.0299, 0.3300, -1.5189)
H (0.3925, 1.0121, 2.3805)
H (0.0414, 1.6731, 0.6843)
H (1.0954, -0.9009, 1.2484)

Atomic forces in eV per Å
C 2.3 -0.5 4.1
C -1.6 2.2 0.6
C -0.9 -0.5 0.7
C 0.6 0.8 0.5
N -2.0 0.6 -1.7
N 0.9 0.1 0.8
H -2.3 0.5 -3.7
H 0.9 -1.5 -0.2
H 0.6 -0.3 0.4
H 0.1 -0.4 -1.4
H -0.5 1.4 -0.6
H 1.8 -2.4 0.6

## Properties
Gap between HOMO and LUMO   10.03 eV
Energy   -265.41095 a.u.
Multiplicity   1
Structure (SMILES)   C1=NN2C[C@@H]2C1
Energy above the lowest of the compared OMol25 structures with the same formula, charge and spin   78.2 kcal/mol
Highest occupied orbital energy   -8.998 eV

No. 6
The following is a quantum chemistry calculation of a cluster of 2 separate species, C4H6N2 in total at a distorted geometry, from the OMol25 dataset.

Geometry (Å):
N (2.1386, -0.3166, -1.7134)
C (1.3388, -0.9608, -1.1761)
C (-0.9278, -1.3725, -0.4428)
C (0.3489, -1.7506, -0.4957)
C (0.1797, 1.9468, 0.6998)
N (-0.9543, 1.4404, 0.9594)
H (-1.2759, -0.4527, -0.8997)
H (-1.6586, -1.9698, 0.0934)
H (0.7056, -2.6550, -0.0120)
H (0.6773, 1.6841, -0.2370)
H (0.7206, 2.6391, 1.3567)
H (-1.2928, 1.7675, 1.8673)

Atomic forces in eV per Å
N -0.8 -0.6 0.5
C 0.7 0.6 -0.5
C 0.2 -0.1 0.0
C -0.2 0.0 0.0
C -0.1 -0.1 -0.1
N 0.3 0.3 0.1
H 0.1 -0.1 0.1
H 0.1 0.1 -0.1
H 0.0 0.1 -0.1
H -0.1 0.0 0.1
H -0.1 -0.1 0.0
H 0.0 0.0 -0.1

## Properties
Gap between HOMO and LUMO   10.76 eV
Energy   -265.45886 a.u.
Multiplicity   1
Structure (SMILES)   C=CC#N.C=N
Energy above the lowest of the compared OMol25 structures with the same formula, charge and spin   48.1 kcal/mol
Highest occupied orbital energy   -10.112 eV

No. 7
The following is a quantum chemistry calculation of an isolated molecule of C4H6N2 at a distorted geometry, from the OMol25 dataset.

Geometry (Å):
N (-0.9165, -1.2232, -0.3056)
C (-0.0246, -0.3775, -1.0210)
C (-1.0837, 0.1594, -0.1007)
C (0.0264, 0.8952, 0.7418)
N (1.1419, 0.0685, 1.1697)
C (1.0563, 0.4374, -0.2167)
H (-0.7917, -1.9839, 0.3168)
H (0.0005, -0.5417, -2.0881)
H (-2.0389, 0.6100, -0.3406)
H (-0.1142, 1.8558, 1.2313)
H (0.9031, -0.9101, 1.3181)
H (1.8414, 1.0102, -0.7050)

Atomic forces in eV per Å
N -0.3 0.0 -0.4
C 0.0 0.0 -0.4
C -0.3 0.2 -0.1
C -0.1 0.2 0.1
N -0.1 -0.4 0.1
C 0.2 0.0 -0.1
H 0.7 -0.2 1.0
H 0.0 0.5 -0.1
H 0.1 0.1 0.0
H 0.0 -0.2 -0.2
H -0.1 0.0 0.1
H -0.1 -0.2 0.2

## Properties
Gap between HOMO and LUMO   10.31 eV
Energy   -265.37774 a.u.
Multiplicity   1
Structure (SMILES)   N1[C@H]2[C@@H]1[C@H]1N[C@@H]21
Energy above the lowest of the compared OMol25 structures with the same formula, charge and spin   99.0 kcal/mol
Highest occupied orbital energy   -9.026 eV

No. 8
The following is a quantum chemistry calculation of an isolated molecule of C4H6N2 at a distorted geometry, from the OMol25 dataset.

Geometry (Å):
N (3.1486, -0.0136, -0.2787)
C (2.0379, -0.1314, 0.0230)
C (0.6340, -0.2803, 0.4058)
C (-0.3415, 0.8987, 0.2453)
C (-1.3476, -0.1966, -0.1404)
N (-0.2256, -1.1258, -0.4734)
H (0.5971, -0.6841, 1.4236)
H (-0.5246, 1.5483, 1.1042)
H (-0.0755, 1.4850, -0.6387)
H (-2.0457, 0.0036, -0.9554)
H (-1.9021, -0.5920, 0.7184)
H (0.0450, -0.9118, -1.4337)

Atomic forces in eV per Å
N -1.1 -0.1 0.3
C 0.9 0.1 -0.3
C 0.2 0.0 0.1
C 0.0 0.2 0.0
C -0.3 0.1 0.0
N 0.0 -0.1 -0.1
H 0.0 0.0 -0.1
H 0.0 -0.1 -0.1
H 0.0 0.0 0.2
H 0.1 0.0 0.1
H 0.1 0.1 -0.1
H 0.0 -0.2 0.1

## Properties
Gap between HOMO and LUMO   10.70 eV
Energy   -265.47389 a.u.
Multiplicity   1
Structure (SMILES)   N#C[C@H]1CCN1
Energy above the lowest of the compared OMol25 structures with the same formula, charge and spin   38.7 kcal/mol
Highest occupied orbital energy   -9.834 eV